The following is a DFT calculation (ωB97M-V with the def2-TZVPD basis set) of a molecular structure, C31H36BrN5O3ReS2Si at a distorted geometry.

The calculation puts the strongest force on any atom at 2.3 eV/Å. The value obtained for the energy relative to the best compared isomer or geometry (same formula, charge and spin) is 18.99 kcal per mole. Its orbital gap (spin up / spin down) is 0.229 / 0.219 Ha. As for the spin multiplicity: 2. The total energy comes out at -5440.6357 Eh. The calculation puts the HOMO energy (spin up / spin down) at -0.23169 / -0.22424 Eh.

Geometry (Å):
Re -0.324 0.758 0.134
C -1.950 2.537 2.261
N -1.006 1.421 2.461
C 0.280 1.860 3.021
C 1.341 0.804 2.763
N 1.637 0.663 1.316
C 2.268 -0.658 1.107
C 2.565 1.730 0.906
C 3.907 1.677 1.271
C 4.799 2.652 0.859
C 4.345 3.711 0.082
C 3.007 3.798 -0.248
C 2.098 2.814 0.161
S 0.405 2.985 -0.249
C -1.612 0.381 3.269
C -2.054 0.687 4.554
C -2.670 -0.254 5.357
C -2.861 -1.540 4.875
C -2.434 -1.861 3.601
C -1.792 -0.918 2.796
S -1.336 -1.360 1.145
H -2.169 3.071 3.192
H -2.876 2.142 1.846
H -1.526 3.234 1.540
H 0.214 2.033 4.102
H 0.559 2.799 2.538
H 0.974 -0.157 3.136
H 2.257 1.056 3.304
H 3.076 -0.850 1.821
H 2.666 -0.712 0.097
H 1.507 -1.422 1.233
H 4.276 0.866 1.887
H 5.839 2.590 1.150
H 5.039 4.467 -0.265
H 2.626 4.626 -0.831
H -1.922 1.695 4.928
H -3.012 0.016 6.348
H -3.360 -2.289 5.476
H -2.612 -2.853 3.210
Br -3.699 0.624 -6.920
C -2.857 1.319 -5.367
C -1.815 2.223 -5.494
N -1.186 2.716 -4.434
C -1.568 2.316 -3.220
C -2.584 1.394 -3.003
C -3.260 0.906 -4.114
C -3.080 0.952 -1.627
O -4.275 0.697 -1.555
O -2.292 0.936 -0.604
H -1.475 2.563 -6.466
H -1.033 2.766 -2.397
H -4.083 0.217 -3.974
N 3.290 0.856 -4.275
C 2.528 -0.199 -4.670
O 2.748 -0.811 -5.697
C 1.407 -0.598 -3.759
C 0.449 -1.476 -4.258
C -0.574 -1.880 -3.420
C -0.603 -1.413 -2.123
N 0.327 -0.587 -1.621
C 1.304 -0.191 -2.443
H 3.994 1.167 -4.921
H 2.981 1.506 -3.574
H 0.528 -1.812 -5.283
H -1.342 -2.560 -3.763
H -1.394 -1.708 -1.445
H 2.035 0.472 -1.994
C 0.271 -3.719 2.930
Si -0.560 -3.454 1.255
C 0.696 -3.748 -0.114
C -2.077 -4.529 0.950
H 0.151 -4.764 3.228
H -0.152 -3.100 3.721
H 1.342 -3.515 2.874
H 1.000 -4.798 -0.083
H 1.598 -3.143 -0.024
H 0.275 -3.561 -1.100
H -1.925 -5.549 1.310
H -2.293 -4.579 -0.118
H -2.968 -4.135 1.439